Here is a structure of composition C4H16NO10V2 from OMol25. Energies are from the ωB97M-V functional and the def2-TZVPD basis.

Summary:
Net charge: +1
Maximum force: 4.3 eV/A
Lowest unoccupied orbital energy: -6.259 eV
HOMO: -13.38 eV

Each line ends with the Mulliken charge.
Cartesian coordinates (Å):
O 4.45008 -2.75574 0.52346  -0.498
V 3.22225 -1.82760 0.04839  1.327
O 3.43167 -1.50032 -1.52133  -0.430
O -0.52248 -1.66185 4.61707  -0.498
V 0.92879 -1.59472 3.92267  1.445
O 1.98282 -2.10263 4.96539  -0.500
N -2.28008 0.08786 0.94958  -0.181
H -2.25816 1.09573 1.01135  0.383
H -3.11313 -0.20168 1.44182  0.395
H -1.37804 -0.22539 1.27862  0.121
H -2.38919 -0.10476 -0.03587  0.368
C 0.99293 -1.15768 1.26499  2.073
O 0.00229 -0.93235 1.94837  -1.050
O 1.92252 -1.76924 1.85563  -1.231
O 1.24380 -0.76027 0.12338  -0.812
O -1.90748 -2.99561 1.03143  -0.607
H -1.27909 -2.52214 1.57658  0.268
H -2.56260 -3.32172 1.64844  0.309
O -0.27524 -1.30998 -2.05599  -0.613
H 0.27254 -1.03204 -1.32188  0.416
H -0.50159 -2.21830 -1.85610  0.294
C 0.94616 1.81285 -2.45175  -1.452
C 0.19020 2.56212 -1.31212  0.725
C -1.07028 3.26991 -1.85993  -1.372
O -0.30334 1.65854 -0.28927  -0.385
H 1.79173 1.20953 -2.12142  0.354
H 1.22218 2.61165 -3.14009  0.468
H 0.25286 1.24782 -3.07478  0.342
H 0.91066 3.28272 -0.92512  0.190
H -1.80182 2.47738 -2.01758  0.326
H -0.96232 3.80184 -2.80517  0.385
H -1.46880 3.95571 -1.11229  0.312
H 0.31015 0.92035 -0.30647  0.126


Here is the molecule C4H7NO3 from OMol25. Energies are from the ωB97M-V functional and the def2-TZVPD basis.

Summary:
Net charge: 0
Maximum force: 1.8 eV/A
Lowest unoccupied orbital energy: 0.580 eV
HOMO: -7.66 eV

Each line ends with the Mulliken charge.
Cartesian coordinates (Å):
C -1.72848 0.13153 1.04396  -1.099
C 1.30994 0.61246 -0.51932  0.614
C 0.33349 -0.43642 -0.33579  -0.106
C -0.91360 0.20168 -0.20212  0.592
N 0.62873 -1.68981 0.22160  -0.548
O 2.59789 0.29450 -0.26658  -0.486
O -1.52770 0.85414 -1.21357  -0.447
O 0.92076 1.78448 -0.65817  -0.691
H 3.08289 1.13557 -0.35075  0.335
H -0.85735 1.02834 -1.90320  0.396
H 0.31198 -2.45449 -0.36664  0.234
H 1.62182 -1.78905 0.42583  0.282
H -2.79348 0.28332 0.86635  0.341
H -1.62771 -0.84824 1.52030  0.323
H -1.35916 0.89199 1.73810  0.260


Here is the molecule C4H4O3 from OMol25. Energies are from the ωB97M-V functional and the def2-TZVPD basis.

Summary:
Net charge: 0
Maximum force: 0.6 eV/A
Lowest unoccupied orbital energy: 0.254 eV
HOMO: -10.17 eV

Each line ends with the Mulliken charge.
Cartesian coordinates (Å):
O 1.80154 -0.45434 1.43030  -0.450
C 0.84440 -0.91564 0.86326  -0.152
C -0.00822 -0.11038 -0.09697  1.050
C 0.52704 1.13340 -0.66158  -0.546
O 0.48762 -0.05483 -1.43065  -0.428
C -1.48790 -0.28440 0.03420  -0.198
O -1.99380 -0.65978 1.06411  -0.464
H 0.54790 -1.97427 0.98092  0.327
H -0.15729 1.91901 -0.98055  0.263
H 1.51374 1.44732 -0.32706  0.251
H -2.07504 -0.04609 -0.87598  0.348


Here is a cluster of 2 separate species, C4H12N2O2 in total from OMol25. Energies are from the ωB97M-V functional and the def2-TZVPD basis.

Summary:
Net charge: 0
Maximum force: 4.5 eV/A
Lowest unoccupied orbital energy: 0.730 eV
HOMO: -7.33 eV

Each line ends with the Mulliken charge.
Cartesian coordinates (Å):
C 1.23738 1.42306 0.22690  -1.485
C 2.19057 -0.90206 -0.36550  -1.365
C 1.00895 0.00833 -0.17370  0.670
C -0.08764 -0.58969 0.76545  0.600
N -2.62962 0.58994 0.02618  -0.227
N -1.90972 -0.12796 -0.95287  -0.821
O -0.37158 -1.86087 0.43936  -0.519
O -0.65410 -0.07556 1.70122  -0.682
H 1.30414 1.56059 1.37433  0.258
H 2.16004 1.86342 -0.13239  0.392
H 0.47898 2.05332 -0.03849  0.388
H 3.01448 -0.87828 0.51280  0.246
H 2.70020 -0.60541 -1.27011  0.373
H 1.87818 -1.87734 -0.43051  0.462
H 0.43900 0.11417 -1.05794  0.278
H -2.08921 1.43886 -0.09390  0.307
H -3.71609 0.79059 -0.12662  0.314
H -2.49559 -0.96718 -1.10497  0.159
H 0.09943 -2.15247 -0.34330  0.335
H -2.55778 0.19455 1.04403  0.316


Here is a structure of composition C44H60N8Zr from OMol25. Energies are from the ωB97M-V functional and the def2-TZVPD basis.

Summary:
Net charge: +4
Maximum force: 0.8 eV/A
Lowest unoccupied orbital energy: -12.045 eV
HOMO: -18.25 eV

Each line ends with the Mulliken charge.
Cartesian coordinates (Å):
Zr -0.02104 -0.47425 0.36214  -1.307
C -2.42022 -1.53097 -1.08087  0.467
C -2.49927 -1.29320 0.29853  -1.256
C -3.06213 -0.08993 0.75892  -0.106
C -3.51561 0.85394 -0.14475  -0.714
C -3.36701 0.63810 -1.51285  -0.442
C -2.81273 -0.54996 -1.98210  -0.908
H -2.16841 -2.51445 -1.43238  0.794
H -2.37821 -2.11900 0.98759  0.753
H -3.23182 0.05423 1.81774  0.572
H -4.00863 1.75040 0.21272  0.550
H -3.72834 1.37870 -2.21851  0.535
H -2.76530 -0.74326 -3.04831  0.584
C 4.41513 -2.94485 0.85359  -0.742
N 4.28717 -1.56070 1.33565  0.458
C 5.42309 -1.18529 2.20977  -1.212
C 3.28305 -0.70060 1.09882  -0.088
N 1.97811 -1.05549 0.93396  0.998
C 1.53516 -2.39647 1.17163  0.611
C 1.79605 -3.02760 2.36632  -0.580
C 1.38634 -4.34114 2.60868  -1.244
C 0.67244 -5.01566 1.65450  -1.046
C 0.36395 -4.41677 0.41154  1.117
C -0.25220 -5.18786 -0.59787  -1.208
C -0.41940 -4.68506 -1.85904  -0.952
C -0.03872 -3.36729 -2.13808  -0.535
C 0.53392 -2.56000 -1.18600  0.249
N 0.80262 -1.17461 -1.47367  1.187
C 1.46044 -0.83619 -2.62835  0.069
N 1.38538 0.41546 -3.09250  0.294
C 0.33795 1.35118 -2.73248  -1.218
C 2.44778 1.02179 -3.91649  -1.169
N 2.16814 -1.72825 -3.32664  0.210
C 2.14820 -1.77170 -4.80509  -1.195
C 2.94411 -2.79879 -2.70194  -1.094
C 0.78483 -3.07231 0.13737  -0.183
N 3.58980 0.60762 1.05946  0.121
C 4.79922 1.10016 0.36817  -1.146
C 2.55834 1.60588 1.20594  -0.747
H 5.40476 -3.04915 0.40849  0.529
H 3.67318 -3.19379 0.11008  0.102
H 4.33841 -3.65238 1.67807  0.275
H 5.53880 -1.97375 2.95351  0.413
H 5.22830 -0.24833 2.71785  0.392
H 6.35024 -1.11430 1.64334  0.392
H 2.36022 -2.48980 3.12082  0.638
H 1.63786 -4.82210 3.54711  0.539
H 0.35819 -6.04098 1.82688  0.586
H -0.55693 -6.20368 -0.36581  0.571
H -0.86182 -5.29346 -2.63909  0.484
H -0.21658 -2.96170 -3.12894  0.570
H -0.49763 0.83668 -2.27120  -0.118
H -0.04990 1.84622 -3.62277  0.595
H 0.73961 2.12668 -2.07923  0.452
H 3.35186 0.42601 -3.86636  0.413
H 2.65992 2.01202 -3.51474  0.416
H 2.13881 1.13258 -4.95524  0.362
H 1.37911 -1.11282 -5.19739  0.366
H 1.91146 -2.79393 -5.10291  0.425
H 3.11495 -1.50572 -5.23051  0.425
H 3.08124 -2.58166 -1.65158  0.222
H 3.92384 -2.82882 -3.17760  0.526
H 2.46990 -3.77326 -2.82271  0.274
H 5.42078 0.28087 0.03086  0.442
H 5.38152 1.74512 1.02332  0.347
H 4.48916 1.67856 -0.50505  0.373
H 1.90321 1.36226 2.03258  0.038
H 1.98389 1.73170 0.28151  0.169
H 3.01646 2.56878 1.41837  0.602
C -0.88784 5.83176 3.58553  -1.484
C -2.07540 5.18627 2.83194  1.667
C -3.17742 4.79964 3.83721  -1.537
C -2.62929 6.18443 1.81239  -1.917
C -1.53512 3.94112 2.16289  0.098
C -1.33974 3.83964 0.77812  -1.280
C -0.85842 2.68389 0.22951  -0.969
N -0.50593 1.60100 0.96101  1.478
C -0.63880 1.70247 2.31710  -0.321
C -1.17747 2.80909 2.91822  -0.761
C -0.34021 0.49284 3.13875  0.510
C 0.00637 0.59053 4.45903  -1.303
C -0.02303 -0.54578 5.28897  0.612
C -0.43474 -1.73413 4.68276  -0.747
C -0.64891 -1.78316 3.32667  -1.137
N -0.56980 -0.70431 2.52947  1.259
C 0.37607 -0.47201 6.75095  1.813
C -0.06430 0.85764 7.37996  -1.638
C -0.21524 -1.63480 7.55515  -1.858
C 1.92023 -0.56044 6.77246  -1.559
H -1.24655 6.72568 4.10022  0.457
H -0.09215 6.13489 2.89945  0.368
H -0.46966 5.15808 4.33930  0.358
H -3.59842 5.71217 4.26053  0.474
H -2.79667 4.20782 4.67439  0.383
H -3.99387 4.25178 3.35729  0.352
H -3.05374 7.03594 2.34449  0.438
H -3.42979 5.75226 1.20363  0.450
H -1.85205 6.57982 1.15274  0.413
H -1.59718 4.65773 0.11831  0.563
H -0.76724 2.59974 -0.84018  0.113
H -1.32782 2.80276 3.98920  0.964
H 0.23000 1.56329 4.87650  0.812
H -0.56580 -2.63857 5.26138  0.460
H -0.89646 -2.71747 2.84248  0.476
H -1.14110 1.02149 7.27271  0.387
H 0.47302 1.71816 6.97021  0.404
H 0.15714 0.83229 8.44744  0.475
H -1.30870 -1.64045 7.52110  0.442
H 0.07898 -1.52925 8.59882  0.443
H 0.15484 -2.60755 7.22378  0.400
H 2.37925 0.23687 6.17949  0.350
H 2.26761 -1.53022 6.40203  0.344
H 2.26734 -0.45262 7.80183  0.456


no.,calculated total energy (Ha)
1,-2856.926894
2,-437.055697
3,-380.463982
4,-419.475514
5,-2196.501224